Computed, not measured: a structure of composition C2HI3O in a non-equilibrium geometry, with ωB97M-V with the def2-TZVPD basis set.

Each line ends with the Mulliken charge.
Atoms and positions in Å:
1 I -2.05544 -0.69880 -1.82617  0.16
2 C 2.74535 -0.54348 0.59331  0.14
3 I -2.42982 1.03479 1.19940  0.09
4 C -1.18456 0.46645 -0.39405  -0.61
5 O 2.52453 -0.05461 -0.43861  -0.18
6 H -0.65617 1.42641 -0.62841  0.34
7 I 1.05610 -1.63077 1.49453  0.05

For the energy above the lowest of the compared OMol25 structures with the same formula, charge and spin, the calculation gives 55.3 kcal per mole. The total energy is -1044.99954 a.u. The gap between HOMO and LUMO (spin up / spin down) comes out at 0.2982 / 0.2282 Ha. As for the charge: 0.

Computed, not measured: a cluster of 2 separate species, C2HIN2O2 in total in a non-equilibrium geometry, with ωB97M-V with the def2-TZVPD basis set.

Each line ends with the Mulliken charge.
Atoms and positions in Å:
1 N 0.34021 1.17699 0.09098  0.97
2 O -0.00254 1.98958 -0.72938  -0.50
3 H 0.55295 -0.64484 -1.26221  0.36
4 C 0.28688 -0.18605 -0.25141  -0.63
5 I -3.02099 -0.61127 -1.08133  0.04
6 O 0.82026 1.46008 1.16444  -0.51
7 C 0.40892 -1.17335 0.65594  0.56
8 N 0.61430 -2.01113 1.41297  -0.29

For the energy above the lowest of the compared OMol25 structures with the same formula, charge and spin, the calculation gives 108.6 kcal per mole. The total energy is -634.24999 a.u. The gap between HOMO and LUMO (spin up / spin down) comes out at 0.1818 / 0.1829 Ha. As for the charge: 0.

Computed, not measured: the molecule C2HIN2O2 in a non-equilibrium geometry, with ωB97M-V with the def2-TZVPD basis set.

Each line ends with the Mulliken charge.
Atoms and positions in Å:
1 O 1.13350 -1.55575 0.48573  -0.51
2 N -2.41155 -0.48157 -0.61011  -0.28
3 N 0.69447 -0.50834 0.76210  0.84
4 C -1.32503 -0.18994 -0.56210  0.11
5 H 0.78672 -0.03059 -1.34566  0.39
6 I 0.51525 2.43458 -0.11074  0.21
7 O 0.45971 0.01845 1.82312  -0.45
8 C 0.14694 0.31316 -0.44235  -0.31

For the energy above the lowest of the compared OMol25 structures with the same formula, charge and spin, the calculation gives 45.9 kcal per mole. The total energy is -634.34995 a.u. The gap between HOMO and LUMO comes out at 0.3546 Ha. Its SMILES is N#C[C@@H](I)[N+](=O)[O-]. As for the charge: 0.

Computed, not measured: a structure of composition C2HKO3 in a non-equilibrium geometry, with ωB97M-V with the def2-TZVPD basis set.

Each line ends with the Mulliken spin population.
Atoms and positions in Å:
1 O 1.89259 1.98597 -0.08714  0.00
2 C 2.20568 0.86670 -0.03614  0.00
3 K 0.44725 -2.64114 0.06500  0.00
4 O -1.72378 -0.91112 -0.02110  0.24
5 H -2.92484 0.74564 0.17095  0.14
6 C -1.96230 0.24698 -0.09508  0.62
7 O 2.06539 -0.29303 0.00351  0.00

For the energy above the lowest of the compared OMol25 structures with the same formula, charge and spin, the calculation gives 0.0 kcal per mole. As for the expectation value of S²: 0.75. The total energy is -902.22987 a.u. The gap between HOMO and LUMO (spin up / spin down) comes out at 0.3222 / 0.4634 Ha. As for the charge: +1. The spin multiplicity is 2.

Computed, not measured: a cluster of 2 separate species, C2HN3O2 in total in a non-equilibrium geometry, with ωB97M-V with the def2-TZVPD basis set.

Each line ends with the Mulliken charge.
Atoms and positions in Å:
1 H -0.59109 -1.40759 1.88768  0.29
2 N -0.18429 -0.15421 -0.96173  -0.33
3 C 0.88440 -0.49044 0.47216  -0.04
4 C -4.28974 -0.58952 -0.23942  0.68
5 N -1.09803 -0.38171 -0.19866  0.16
6 O -4.45452 -1.69825 -0.30828  -0.32
7 O -4.06135 0.53022 -0.10190  -0.36
8 N -0.32939 -0.97112 0.86833  -0.08

For the energy above the lowest of the compared OMol25 structures with the same formula, charge and spin, the calculation gives 153.4 kcal per mole. The total energy is -391.35632 a.u. The gap between HOMO and LUMO (spin up / spin down) comes out at 0.3043 / 0.3044 Ha. As for the charge: 0.

Computed, not measured: the molecule C2HN3O2S in a non-equilibrium geometry, with ωB97M-V with the def2-TZVPD basis set.

Each line ends with the Mulliken charge.
Atoms and positions in Å:
1 N -0.62947 0.90237 -0.11799  -0.36
2 H -2.81562 0.57719 -0.04771  0.35
3 O -1.62374 -1.17415 0.01108  -0.13
4 O 2.01070 1.60590 0.09613  -0.36
5 S 3.00870 -0.96370 -0.04492  -0.05
6 C 0.31189 -0.08243 -0.04666  0.43
7 N -0.22323 -1.36106 0.11943  -0.20
8 C -1.74478 0.23246 -0.00179  0.09
9 N 1.70555 0.26341 0.03243  0.23

For the energy above the lowest of the compared OMol25 structures with the same formula, charge and spin, the calculation gives 116.9 kcal per mole. The total energy is -789.54572 a.u. The gap between HOMO and LUMO comes out at 0.2606 Ha. Its SMILES is [O-][N+](=S)c1ncon1. As for the charge: 0.

Computed, not measured: the molecule C2HN5 in a non-equilibrium geometry, with ωB97M-V with the def2-TZVPD basis set.

Each line ends with the Mulliken charge.
Atoms and positions in Å:
1 N 0.37216 -1.36705 0.09461  -0.21
2 N 0.57033 0.79290 -0.00182  0.14
3 C -0.33980 -0.19618 0.07402  0.14
4 C -1.67824 -0.18937 -0.05515  0.45
5 H 0.46968 1.71930 0.36795  0.28
6 N 1.56612 -0.93391 -0.15174  -0.16
7 N -2.79573 -0.16798 -0.15722  -0.32
8 N 1.83547 0.34230 -0.17065  -0.32

For the energy above the lowest of the compared OMol25 structures with the same formula, charge and spin, the calculation gives 18.2 kcal per mole. The total energy is -350.49938 a.u. The gap between HOMO and LUMO comes out at 0.3752 Ha. Its SMILES is N#Cc1nnn[nH]1. As for the charge: 0.

Computed, not measured: the molecule C2HN5 in a non-equilibrium geometry, with ωB97M-V with the def2-TZVPD basis set.

Each line ends with the Mulliken charge.
Atoms and positions in Å:
1 N 0.27308 -0.46548 -0.81739  0.18
2 C -0.20681 0.17418 0.28845  0.50
3 N 1.59406 -0.39060 -0.81411  -0.28
4 N -2.67173 0.30088 1.13495  -0.32
5 H -0.11443 -0.97382 -1.54601  0.19
6 N 1.89752 0.41085 0.10629  -0.19
7 N 0.82383 0.73149 0.91861  -0.26
8 C -1.59553 0.21251 0.72921  0.19

For the energy above the lowest of the compared OMol25 structures with the same formula, charge and spin, the calculation gives 1.0 kcal per mole. The total energy is -350.52676 a.u. The gap between HOMO and LUMO comes out at 0.4134 Ha. Its SMILES is N#Cc1nnn[nH]1. As for the charge: 0.

Computed, not measured: a cluster of 2 separate species, C2HN5O4 in total in a non-equilibrium geometry, with ωB97M-V with the def2-TZVPD basis set.

Each line ends with the Mulliken charge.
Atoms and positions in Å:
1 O -1.86976 -1.06336 -1.02911  -0.63
2 N -0.97749 2.70781 1.10718  0.89
3 C 0.69458 -0.57057 1.23240  0.77
4 H -0.10372 0.47760 -0.54661  0.51
5 N 0.03625 -1.61301 2.10645  0.62
6 N -1.32753 1.65760 1.05293  -0.35
7 O -0.59627 3.78223 1.23712  -0.55
8 C -0.03714 -0.37324 0.08455  -0.89
9 N -0.12257 -2.23721 3.03225  -0.27
10 O -1.36304 -2.05395 0.75207  -0.64
11 N -1.13875 -1.21667 -0.08974  1.06
12 O 1.66683 -0.17694 1.81215  -0.52

For the energy above the lowest of the compared OMol25 structures with the same formula, charge and spin, the calculation gives 17.0 kcal per mole. The total energy is -651.30485 a.u. The gap between HOMO and LUMO comes out at 0.3072 Ha. As for the charge: 0.

Computed, not measured: a cluster of 2 separate species, C2HNO2S in total in a non-equilibrium geometry, with ωB97M-V with the def2-TZVPD basis set.

Each line ends with the Mulliken charge.
Atoms and positions in Å:
1 C -3.03092 1.56292 -0.27652  0.37
2 S -1.69879 -0.75672 0.50130  0.22
3 O -2.38136 -1.87079 -0.23026  -0.42
4 N -0.76185 2.07729 0.09135  -0.30
5 O -3.96674 1.74559 -0.85046  -0.22
6 C -1.90852 1.90964 0.31596  0.17
7 H -2.49448 -0.23278 1.37152  0.17

For the energy above the lowest of the compared OMol25 structures with the same formula, charge and spin, the calculation gives 136.0 kcal per mole. The total energy is -680.04325 a.u. The gap between HOMO and LUMO (spin up / spin down) comes out at 0.2579 / 0.3021 Ha. As for the charge: 0.

Computed, not measured: a structure of composition C2HNO2S in a non-equilibrium geometry, with ωB97M-V with the def2-TZVPD basis set.

Each line ends with the Mulliken charge.
Atoms and positions in Å:
1 O 1.38292 0.46692 1.22558  -0.51
2 H 0.37257 -1.67388 0.50492  0.36
3 O 0.17511 1.33977 -0.92025  -0.25
4 S 0.31779 1.33034 0.76524  0.50
5 N -1.09220 -0.76031 -0.94930  -0.27
6 C -0.29885 -1.29396 -0.21775  0.11
7 C -0.85734 0.59112 -0.40842  0.06

For the energy above the lowest of the compared OMol25 structures with the same formula, charge and spin, the calculation gives 166.7 kcal per mole. The total energy is -679.99441 a.u. The gap between HOMO and LUMO (spin up / spin down) comes out at 0.2949 / 0.2828 Ha. As for the charge: 0.

Computed, not measured: the molecule C2HNO3 in a non-equilibrium geometry, with ωB97M-V with the def2-TZVPD basis set.

Each line ends with the Mulliken charge.
Atoms and positions in Å:
1 H -1.70295 1.15008 0.03520  0.40
2 O 0.18923 0.85972 -0.01994  -0.32
3 N -0.99346 -0.89715 0.06233  -0.32
4 C -1.07134 0.34143 -0.02934  0.13
5 C 1.04972 -0.15319 -0.01459  0.71
6 O 0.29430 -1.19928 -0.06209  -0.10
7 O 2.23449 -0.10160 0.02842  -0.50

For the energy above the lowest of the compared OMol25 structures with the same formula, charge and spin, the calculation gives 42.0 kcal per mole. The total energy is -357.22578 a.u. The gap between HOMO and LUMO comes out at 0.4276 Ha. Its SMILES is O=c1ocno1. As for the charge: 0.